Entry from the Open Molecules 2025 dataset: a molecular structure, C30H54HgN7OP2 at a distorted geometry (the ωB97M-V functional and the def2-TZVPD basis).

Last column: Löwdin charge in e.
CARTESIAN COORDINATES (ANGSTROEM)
1 C -1.43220 2.07627 1.01291  -0.37
2 C -2.09947 -0.17337 0.88980  -0.35
3 C -2.65631 2.47277 1.56005  -0.08
4 C -3.31496 0.17525 1.56225  -0.04
5 C -3.58981 1.48986 1.88416  -0.08
6 H -2.83062 3.53062 1.73485  0.10
7 H -4.02964 -0.62109 1.77900  0.11
8 H -4.52042 1.76162 2.37205  0.11
9 N -1.14092 0.80403 0.74621  0.02
10 P 1.32122 2.68318 0.51677  1.02
11 P -0.84906 -2.53961 -0.38665  1.09
12 C -0.44594 3.19059 0.63936  -0.25
13 H -0.74264 3.62251 -0.33061  0.08
14 H -0.54816 4.02012 1.35877  0.08
15 C 2.08923 -1.76963 -0.69186  -0.17
16 O 2.88288 -1.71773 -1.53211  0.06
17 C -2.02967 -1.49259 0.36370  -0.33
18 H -2.86216 -2.10560 0.73916  0.06
19 C -2.10270 -3.48437 -1.60514  -0.63
20 C -0.12841 -3.77797 0.96896  -0.68
21 C 2.11784 3.40840 -1.03901  -0.68
22 C 1.94412 3.29880 2.16767  -0.69
23 C -1.30888 -3.64896 -2.90395  -0.11
24 H -0.41613 -4.27074 -2.75627  0.08
25 H -1.94081 -4.14050 -3.65921  0.09
26 H -0.99049 -2.67595 -3.29588  0.04
27 C -2.55061 -4.85015 -1.08888  -0.10
28 H -1.72014 -5.54191 -0.90755  0.06
29 H -3.16477 -4.77062 -0.18345  0.08
30 H -3.18704 -5.30796 -1.86307  0.09
31 C -3.35992 -2.64455 -1.85845  -0.11
32 H -3.90700 -3.06040 -2.72139  0.09
33 H -4.04613 -2.65851 -1.00420  0.08
34 H -3.11667 -1.60138 -2.08594  0.04
35 C 0.74918 -4.79338 0.21335  -0.10
36 H 1.52608 -4.27369 -0.36791  0.05
37 H 1.24586 -5.44635 0.95013  0.09
38 H 0.17006 -5.43468 -0.46459  0.06
39 C 0.77335 -2.98620 1.93131  -0.15
40 H 1.56058 -2.43757 1.38620  -0.01
41 H 0.19619 -2.27360 2.53553  0.07
42 H 1.26503 -3.69679 2.62036  0.09
43 C -1.20408 -4.45067 1.81808  -0.10
44 H -1.85551 -5.12257 1.25413  0.05
45 H -0.69714 -5.06354 2.58012  0.09
46 H -1.82416 -3.70914 2.33838  0.08
47 C 3.38421 2.79007 2.32250  -0.10
48 H 3.79566 3.19526 3.25977  0.10
49 H 3.39659 1.69321 2.38669  0.03
50 H 4.04165 3.10501 1.49668  0.07
51 C 1.06248 2.69003 3.27399  -0.09
52 H 0.02084 3.03391 3.21410  0.08
53 H 1.08267 1.59628 3.25961  0.03
54 H 1.46636 3.01702 4.24482  0.10
55 C 1.88172 4.82728 2.31979  -0.08
56 H 2.16961 5.06469 3.35400  0.10
57 H 2.57309 5.35905 1.66013  0.06
58 H 0.87232 5.22661 2.16465  0.08
59 C 1.03251 3.63958 -2.10402  -0.10
60 H 0.37871 4.48456 -1.84949  0.09
61 H 1.51991 3.88750 -3.05984  0.10
62 H 0.41654 2.74567 -2.26806  0.06
63 C 3.14674 2.39804 -1.59647  -0.11
64 H 2.67118 1.44699 -1.87779  0.05
65 H 3.60102 2.82744 -2.50243  0.10
66 H 3.94753 2.18693 -0.87333  0.08
67 C 2.83181 4.73886 -0.77009  -0.09
68 H 2.13733 5.52020 -0.43699  0.09
69 H 3.65299 4.64083 -0.04847  0.07
70 H 3.27571 5.08182 -1.71751  0.10
71 Hg 1.36879 0.27819 0.34770  1.00
72 N -0.48384 -0.41347 -1.71408  0.08
73 C -1.29477 -0.28188 -2.55482  -0.11
74 C -1.75397 0.20089 -3.93778  -0.57
75 C -3.19330 -0.19097 -4.24999  -0.06
76 C -1.66756 1.72245 -3.96235  -0.05
77 C -0.83591 -0.40345 -5.00042  -0.04
78 H -3.33071 -1.27722 -4.26747  0.08
79 H -3.88451 0.25638 -3.52722  0.10
80 H -3.46193 0.18561 -5.24623  0.10
81 H -0.63257 2.06557 -3.86509  0.07
82 H -2.06451 2.10970 -4.91128  0.10
83 H -2.26764 2.14004 -3.14416  0.10
84 H -1.05233 0.02798 -5.98670  0.10
85 H 0.21780 -0.20457 -4.76682  0.09
86 H -0.98920 -1.48677 -5.07364  0.08
87 N 1.50919 -1.52867 5.80974  0.14
88 N 2.35579 -1.03304 4.82154  -0.25
89 N 3.53988 -1.64931 4.57190  0.14
90 C 3.84914 -1.10245 3.38419  -0.20
91 N 2.89390 -0.30377 2.89852  -0.04
92 N 1.89268 -0.30291 3.81294  0.06
93 H 0.85068 -0.80609 6.08019  0.11
94 H 2.06478 -1.88964 6.57567  0.11
95 H 4.78187 -1.30171 2.87632  0.11

Results
Total charge: +1
Frontier orbital gap (alpha / beta) in hartree: 0.1486 / 0.1653
Energy relative to the best compared isomer or geometry (same formula, charge and spin) in eV: 3.635